1.
The following is a quantum chemistry calculation of a structure of composition C35H31BrCdIN3OS2Te, from OMol25.

**E_LUMO (alpha / beta)**: 1.9582 / 1.2236 eV
**Energy**: -154989.52304 eV
**Energy above the lowest of the compared OMol25 structures with the same formula, charge and spin**: 0.000 eV
**Charge**: -1
**2S+1**: 2
**Orbital gap (alpha / beta)**: 0.2524 / 0.2347 Ha

```
76
Properties=species:S:1:pos:R:3:mulliken_spin:R:1
Cd 0.96632 -1.34098 -1.80083 0.0141
S 2.34629 -0.33376 -3.66819 0.0040
C 0.87297 -0.47954 -4.56484 -0.0004
S -0.47967 -1.32038 -3.85116 -0.0001
C 0.76875 0.03636 -5.84558 0.0009
C 1.83014 0.77573 -6.44374 0.0005
N 2.66578 1.40020 -6.93519 0.0000
C -0.41008 -0.12423 -6.62863 0.0004
N -1.35399 -0.24669 -7.28017 0.0000
Br 2.31978 -7.63544 -4.35576 0.0000
C 2.59063 -7.13236 -2.55030 0.0001
C 3.25430 -8.03353 -1.72781 0.0000
C 3.47782 -7.71841 -0.39840 -0.0001
C 3.03527 -6.50471 0.10733 0.0004
C 2.37196 -5.60598 -0.71255 -0.0013
C 2.14744 -5.91311 -2.05275 0.0002
I 1.14351 -4.49453 -3.20967 -0.0001
H 3.59163 -8.97519 -2.13829 0.0000
H 3.99719 -8.42348 0.23783 0.0000
H 3.20329 -6.24825 1.14540 -0.0001
H 2.02127 -4.66078 -0.31505 0.0009
C -3.99226 4.83819 4.40887 0.0010
C -2.93593 4.07177 3.65836 -0.0008
C -2.63712 2.75632 3.98077 0.0108
C -1.66502 2.03627 3.28976 -0.0739
C -1.40537 0.60240 3.67865 0.1535
C -0.97617 2.65741 2.24433 0.1045
Te 0.57239 1.49394 1.19991 0.4842
N 1.00451 -0.47325 0.25716 0.3655
C 1.16274 -1.63262 0.83932 -0.0073
O 1.25492 -2.68747 0.12256 0.0206
C 1.21455 -1.79515 2.32761 0.0141
C 2.06142 -1.01621 3.10954 -0.0188
C 2.07909 -1.16916 4.48876 0.0048
C 1.23803 -2.09067 5.09717 -0.0038
C 0.39655 -2.87522 4.31927 0.0037
C 0.39599 -2.73841 2.93906 0.0055
C -0.26723 1.84412 -0.71132 0.0530
C 0.50435 2.42403 -1.71700 -0.0350
C 1.93004 2.88142 -1.55438 0.0015
C -0.05542 2.56845 -2.98944 -0.0003
C -1.34413 2.16289 -3.27461 0.0009
C -1.92285 2.28784 -4.65413 -0.0005
C -2.08616 1.57324 -2.25318 -0.0008
C -1.56970 1.38618 -0.98282 -0.0300
C -2.39445 0.63802 0.03013 0.0281
C -1.24954 3.98894 1.90996 -0.0773
C -0.52989 4.70846 0.79946 0.0355
C -2.22922 4.67180 2.62451 0.0132
H -4.47585 4.21103 5.15744 0.0003
H -4.76248 5.21063 3.73107 -0.0002
H -3.56184 5.70197 4.91955 -0.0005
H -3.17693 2.27147 4.78815 -0.0010
H -2.06820 0.29823 4.48906 0.0034
H -0.37616 0.44529 4.01009 -0.0264
H -1.56969 -0.07085 2.83397 -0.0233
H 2.71787 -0.30008 2.63075 -0.0082
H 2.74838 -0.56592 5.08942 0.0003
H 1.24302 -2.20190 6.17419 -0.0002
H -0.25614 -3.60008 4.78952 0.0002
H -0.24001 -3.35900 2.32048 0.0019
H 2.30083 2.77635 -0.53698 -0.0044
H 2.02671 3.93000 -1.84412 0.0021
H 2.57092 2.29342 -2.21547 0.0022
H 0.55946 2.98533 -3.78074 -0.0003
H -1.23114 2.78854 -5.33095 0.0001
H -2.85854 2.85095 -4.63599 0.0000
H -2.13554 1.30087 -5.06808 0.0002
H -3.08246 1.20396 -2.47295 -0.0003
H -3.30737 0.26404 -0.43212 0.0000
H -2.67232 1.26624 0.87757 -0.0065
H -1.83475 -0.21888 0.41603 -0.0040
H 0.53618 4.47139 0.79241 -0.0110
H -0.63941 5.78753 0.90978 0.0015
H -0.92583 4.42072 -0.17616 -0.0006
H -2.44343 5.70426 2.36415 0.0034
```

2.
The following is a quantum chemistry calculation of a structure of composition C35H31I2N7O6Ru, from OMol25.

**E_LUMO (alpha / beta)**: -2.3912 / -3.5658 eV
**Energy**: -78291.79834 eV
**Charge**: +1
**2S+1**: 6
**Orbital gap (alpha / beta)**: 0.2664 / 0.2226 Ha

```
82
Properties=species:S:1:pos:R:3:mulliken_spin:R:1
Ru 0.14340 0.15442 -0.25824 3.9442
C 1.31240 -6.72313 0.53434 0.0001
O 2.60376 -6.12851 0.47119 -0.0001
C 2.67288 -4.79687 0.28878 -0.0087
C 3.97738 -4.27824 0.13812 0.0237
C 4.13393 -2.94305 -0.06433 -0.0121
C 3.02894 -2.06042 -0.14989 -0.0195
C 3.19899 -0.68199 -0.49186 0.0170
C 4.49106 0.03825 -0.22979 0.0090
O 2.27540 -0.01181 -1.00425 0.0839
C 1.72154 -2.58200 0.04150 0.0226
O 0.63800 -1.85461 0.08836 0.2328
C 1.57279 -3.96548 0.25726 0.0229
H 1.47580 -7.79398 0.59297 0.0000
H 0.73058 -6.48833 -0.35860 0.0001
H 0.76976 -6.38835 1.42061 -0.0001
H 4.81899 -4.95628 0.17089 0.0012
H 5.13732 -2.56445 -0.20293 0.0002
H 5.37137 -0.57208 -0.41009 -0.0005
H 4.49108 0.31502 0.82835 0.0021
H 4.53686 0.94358 -0.83101 0.0002
H 0.56434 -4.32551 0.39893 -0.0009
I -3.83991 -3.25298 -0.05128 0.0028
C -3.99910 -1.17870 -0.11947 0.0467
C -5.26258 -0.56507 -0.15543 -0.0158
C -5.38530 0.79658 -0.19724 0.0301
I -7.30374 1.62468 -0.22554 0.0022
C -4.22831 1.60872 -0.22584 -0.0040
C -4.22260 3.02025 -0.28554 0.0098
C -3.03838 3.69856 -0.34110 -0.0021
C -1.83614 2.97483 -0.33950 0.0166
N -1.79618 1.66324 -0.26468 0.0813
C -2.96493 0.97127 -0.20004 -0.0319
C -2.82599 -0.44499 -0.11556 0.0108
O -1.63946 -0.97927 -0.04155 0.2143
H -6.14953 -1.18451 -0.14777 -0.0004
H -5.16326 3.55568 -0.29551 0.0011
H -3.01653 4.77861 -0.39430 0.0006
H -0.88950 3.49368 -0.42384 0.0015
N 2.41166 9.27767 5.30138 0.0001
C 2.28851 8.41656 4.55112 -0.0001
C 2.13425 7.33414 3.60906 0.0003
C 2.25541 7.57229 2.24445 0.0001
C 2.10011 6.53594 1.34114 0.0003
C 1.83251 5.25534 1.79942 0.0006
C 1.71598 5.01044 3.16000 0.0003
C 1.86128 6.04733 4.06176 -0.0002
N 1.67750 4.18603 0.86343 0.0055
C 2.12120 4.16515 -0.44671 0.0133
C 1.77964 2.95212 -0.94438 0.0172
N 1.12024 2.23333 0.03090 0.0338
C 1.08552 2.99281 1.09801 0.0053
H 2.46590 8.57220 1.89068 0.0000
H 2.17035 6.74512 0.28316 0.0001
H 1.53290 4.01147 3.53086 0.0000
H 1.77444 5.85992 5.12284 0.0000
H 2.65996 4.97938 -0.89538 0.0003
H 1.99253 2.53087 -1.91184 0.0058
H 0.61741 2.72503 2.02984 0.0018
N -0.69675 -0.55836 5.05381 0.0003
C 0.49599 -0.77908 4.24842 0.0071
C 0.35018 -0.07022 2.91892 -0.0113
O 1.24862 0.02162 2.10536 0.0424
O -0.84748 0.43894 2.69271 0.0127
H -1.05350 -1.41263 5.45614 0.0001
H -1.38932 0.19701 3.48470 -0.0006
H -0.53716 0.09701 5.80660 -0.0001
H 0.61226 -1.83654 4.00825 -0.0003
H 1.42671 -0.45179 4.71121 -0.0002
N -0.31211 -0.65831 -6.55649 0.0027
C -0.31860 -0.42410 -5.22404 -0.0032
C -0.44531 -1.47127 -4.29917 0.0018
C -0.44942 -1.18867 -2.95809 0.0145
N -0.34249 0.06183 -2.47477 0.1467
C -0.24177 1.06741 -3.35465 0.0137
C -0.22826 0.88154 -4.71208 0.0068
H -0.30494 -1.59775 -6.90934 -0.0004
H -0.12830 0.08253 -7.20764 -0.0003
H -0.54457 -2.49531 -4.63516 0.0017
H -0.55442 -1.97411 -2.21893 -0.0025
H -0.19555 2.06753 -2.93855 0.0009
H -0.16322 1.73295 -5.37763 0.0014
```

3.
The following is a quantum chemistry calculation of a structure of composition C35H32ClLuN2O5Te at a distorted geometry, from OMol25.

**E_LUMO (alpha / beta)**: 2.2127 / 1.3454 eV
**Energy**: -103470.85786 eV
**Energy above the lowest of the compared OMol25 structures with the same formula, charge and spin**: 0.011 eV
**Charge**: -1
**2S+1**: 2
**Orbital gap (alpha / beta)**: 0.2625 / 0.2322 Ha

```
77
Properties=species:S:1:pos:R:3:mulliken_spin:R:1
Lu 2.49812 1.11441 0.58243 0.0299
O 3.55392 1.76954 -1.26207 -0.0004
N 2.66968 2.64469 -1.42281 0.0006
O 1.52900 2.21865 -1.08551 -0.0013
C 7.13164 -2.25097 1.33451 -0.0001
C 6.76731 -0.91444 1.04433 0.0000
C 5.48154 -0.62227 0.68809 -0.0002
C 4.46356 -1.61617 0.59357 -0.0038
C 3.11209 -1.24621 0.24325 0.0066
C 2.25647 -2.31561 0.09720 -0.0176
C 2.63690 -3.66823 0.29782 -0.0004
C 3.90414 -3.98816 0.68361 0.0000
C 4.86154 -2.95391 0.84325 -0.0002
C 6.19863 -3.24068 1.22782 0.0001
H 8.14837 -2.48588 1.62662 0.0000
H 7.51198 -0.12864 1.08871 0.0000
H 5.23482 0.40356 0.43179 -0.0002
H 1.20820 -2.14480 -0.15739 0.0135
H 1.90049 -4.45518 0.16640 -0.0005
H 4.19651 -5.01660 0.86872 0.0000
H 6.46968 -4.27220 1.42969 0.0000
Cl 4.97551 3.74119 4.20638 -0.0001
C 5.20030 2.09767 3.52097 -0.0003
C 4.15422 1.77828 2.47879 0.0032
O 3.38289 0.80932 2.68790 -0.0005
O 4.11653 2.45081 1.40467 0.0007
H 5.13685 1.38227 4.33241 0.0000
H 6.18423 2.07594 3.05973 0.0000
C -5.94650 -3.29319 -3.57285 -0.0015
C -4.81083 -2.60447 -2.86343 0.0078
C -3.48970 -2.88843 -3.17520 0.0049
C -2.42767 -2.25079 -2.53409 0.0103
C -1.02283 -2.64140 -2.93079 0.0143
C -2.70806 -1.28791 -1.55381 0.0965
Te -0.96851 -0.30765 -0.64954 0.4193
N 0.36408 0.48416 0.98529 0.4617
C 0.20663 1.49123 1.81385 0.0189
O 1.11843 2.38573 1.85845 0.0339
C -0.94601 1.62027 2.76417 -0.0230
C -1.13733 2.82083 3.43703 -0.0001
C -2.22063 2.97342 4.29069 0.0025
C -3.10867 1.92041 4.48288 -0.0037
C -2.90263 0.71133 3.82963 0.0036
C -1.81949 0.56202 2.97450 0.0168
C -1.59380 1.61177 -1.28416 0.0593
C -2.13502 2.51853 -0.38306 -0.0204
C -2.50593 3.79126 -0.79339 -0.0006
C -2.34029 4.15306 -2.12001 -0.0009
C -1.80236 3.24540 -3.01834 0.0012
C -1.41194 1.96788 -2.62405 -0.0438
C -0.79239 1.03725 -3.62969 0.0157
C -4.03105 -1.02565 -1.18780 -0.0870
C -4.41515 -0.08669 -0.07584 0.0063
C -5.06030 -1.67604 -1.86387 0.0029
H -5.57777 -4.00466 -4.31170 -0.0002
H -6.58313 -2.57266 -4.09058 0.0005
H -6.58016 -3.83824 -2.87036 0.0009
H -3.27055 -3.62274 -3.94458 0.0031
H -1.04459 -3.25643 -3.83044 0.0004
H -0.52412 -3.21868 -2.14784 0.0003
H -0.38732 -1.77729 -3.12541 -0.0070
H -0.42981 3.62150 3.26726 0.0023
H -2.37158 3.91400 4.80555 0.0002
H -3.95421 2.03935 5.14927 -0.0002
H -3.58298 -0.11603 3.98838 -0.0005
H -1.64009 -0.37931 2.46614 -0.0199
H -2.28065 2.23828 0.64650 -0.0024
H -2.91835 4.48918 -0.07562 0.0002
H -2.62060 5.14362 -2.45648 -0.0001
H -1.65895 3.53534 -4.05324 0.0001
H -0.72565 1.51993 -4.60454 0.0010
H -1.37940 0.12253 -3.74410 -0.0070
H 0.21517 0.74846 -3.32132 -0.0068
H -3.59727 0.09919 0.61887 0.0094
H -5.24598 -0.50356 0.49687 0.0012
H -4.73138 0.88183 -0.46913 0.0007
H -6.08782 -1.46232 -1.58096 -0.0006
```

Which of these has the highest 2S+1? C35H31I2N7O6Ru